# 1
DFT (wB97M-V/def2-TZVPD) results for an isolated molecule of C6H14NO in a non-equilibrium geometry.

Calculated values
E_LUMO (alpha / beta): 0.99 / -1.66 eV
Expectation value of S²: 0.7546
Orbital gap (alpha / beta): 9.663 / 7.000 eV
Strongest force on any atom: 4.829 eV Å⁻¹
M: 116.18 g/mol

Geometry as ORCA input:
```
! RIJCOSX wB97M-V def2-TZVPD def2/J DEFGRID3
* xyz 0 2
C -0.432 0.758 -0.861
N 0.693 0.140 -0.173
C 1.122 0.745 1.050
C 2.386 0.081 1.764
O 2.421 0.426 2.995
C -0.940 -0.028 -2.036
C -2.924 -0.782 -0.752
C -1.855 -1.165 -1.757
H -1.298 0.803 -0.167
H -0.274 1.839 -1.131
H 0.545 -0.975 0.006
H 1.239 1.815 0.831
H 0.320 0.716 1.861
H 2.358 -1.133 1.515
H 3.333 0.461 1.256
H -1.334 0.623 -2.798
H -0.159 -0.410 -2.780
H -3.786 -1.401 -1.052
H -2.457 -0.989 0.182
H -3.397 0.238 -0.832
H -1.264 -2.053 -1.379
H -2.174 -1.576 -2.707
*
```

=====

# 2
DFT (wB97M-V/def2-TZVPD) results for an isolated molecule of C6H14NO in a non-equilibrium geometry.

Calculated values
E_LUMO (alpha / beta): 1.08 / -1.29 eV
Expectation value of S²: 0.7542
Orbital gap (alpha / beta): 9.716 / 7.361 eV
Strongest force on any atom: 1.678 eV Å⁻¹
M: 116.18 g/mol

Geometry as ORCA input:
```
! RIJCOSX wB97M-V def2-TZVPD def2/J DEFGRID3
* xyz 0 2
C -2.191 0.387 -1.912
C -0.940 0.963 -1.277
N -0.455 0.101 -0.174
C -0.110 0.920 1.025
C -0.853 0.332 2.230
C 0.604 -0.804 -0.688
C 1.555 -1.350 0.413
O 2.697 -0.606 0.342
H -2.036 -0.554 -2.452
H -2.905 0.155 -1.123
H -2.598 1.011 -2.711
H -1.151 1.950 -0.876
H -0.162 1.096 -2.036
H 0.971 0.882 1.163
H -0.378 1.940 0.839
H -0.639 -0.721 2.279
H -1.899 0.336 1.954
H -0.612 0.851 3.152
H 1.070 -0.361 -1.571
H 0.055 -1.667 -1.074
H 1.026 -1.182 1.352
H 1.769 -2.362 0.186
*
```

=====

# 3
DFT (wB97M-V/def2-TZVPD) results for a 2-piece molecular cluster, C6H14NO overall in a non-equilibrium geometry.

Calculated values
E_LUMO: -5.55 eV
Orbital gap: 9.164 eV
Strongest force on any atom: 4.387 eV Å⁻¹
M: 116.18 g/mol

Geometry as ORCA input:
```
! RIJCOSX wB97M-V def2-TZVPD def2/J DEFGRID3
* xyz 1 1
C -2.277 -0.419 -0.200
C -0.353 -0.128 -1.968
C 0.095 -1.635 -0.153
C 2.240 1.020 1.919
C -0.483 0.822 0.366
C -0.670 -0.384 -0.464
N 1.554 1.279 0.719
O 2.196 1.596 -0.227
H -2.673 -0.952 -1.130
H -2.474 -0.940 0.658
H -2.730 0.575 -0.312
H -0.886 0.576 -2.568
H 0.705 0.125 -1.998
H -0.508 -1.058 -2.475
H 0.048 -1.971 0.912
H 1.130 -1.586 -0.551
H -0.417 -2.432 -0.918
H 1.492 0.619 2.606
H 2.369 1.982 2.448
H 3.165 0.422 1.930
H -0.561 0.714 1.504
H -0.962 1.776 -0.098
*
```

=====

# 4
DFT (wB97M-V/def2-TZVPD) results for a 2-piece molecular cluster, C6H14NO overall in a non-equilibrium geometry.

Calculated values
E_LUMO: -3.17 eV
Orbital gap: 9.746 eV
Strongest force on any atom: 2.855 eV Å⁻¹
M: 116.18 g/mol

Geometry as ORCA input:
```
! RIJCOSX wB97M-V def2-TZVPD def2/J DEFGRID3
* xyz 1 1
C -0.170 0.947 -1.857
C -0.995 -0.290 -1.560
C -0.784 -0.819 -0.142
C -0.050 -1.900 0.114
C 0.188 -2.456 1.479
C 1.311 -2.129 2.094
N -0.668 2.050 -0.933
H -0.296 1.350 -2.868
H 0.874 0.780 -1.569
H -2.030 0.048 -1.732
H -0.834 -1.099 -2.270
H -1.358 -0.434 0.682
H 0.427 -2.467 -0.706
H -0.562 -3.193 1.728
H 2.239 -1.610 1.861
H 1.385 -2.390 3.154
H -1.419 1.845 -0.280
H -0.762 2.937 -1.421
H 0.134 2.267 -0.274
H 1.712 1.747 1.203
H 0.684 2.458 2.103
O 0.971 2.357 1.194
*
```

=====

# 5
DFT (wB97M-V/def2-TZVPD) results for an isolated ion of composition C6H14NO and charge +1 in a non-equilibrium geometry.

Calculated values
E_LUMO: -3.79 eV
Orbital gap: 10.886 eV
SMILES string: CCCC[C@@H]([NH3+])C=O
Strongest force on any atom: 3.051 eV Å⁻¹
M: 116.18 g/mol

Geometry as ORCA input:
```
! RIJCOSX wB97M-V def2-TZVPD def2/J DEFGRID3
* xyz 1 1
O -0.099 -1.609 -2.866
C 0.470 -1.149 -1.894
C -0.385 -0.748 -0.737
C 0.175 0.587 -0.171
C -0.329 1.004 1.219
C 0.614 0.472 2.328
C 1.561 1.634 2.813
N -1.788 -0.549 -1.167
H 1.565 -1.150 -1.874
H -0.379 -1.537 0.020
H 0.003 1.366 -0.922
H 1.268 0.594 -0.225
H -1.370 0.711 1.367
H -0.335 2.096 1.239
H 1.231 -0.354 1.987
H 0.016 0.234 3.207
H 1.774 2.333 2.008
H 1.100 2.163 3.645
H 2.421 1.111 3.230
H -1.881 -0.506 -2.199
H -2.395 -1.340 -0.942
H -2.205 0.360 -0.944
*
```

=====

# 6
DFT (wB97M-V/def2-TZVPD) results for a 2-piece molecular cluster, C6H14NO overall in a non-equilibrium geometry.

Calculated values
E_LUMO: -2.65 eV
Orbital gap: 10.788 eV
Strongest force on any atom: 4.916 eV Å⁻¹
M: 116.18 g/mol

Geometry as ORCA input:
```
! RIJCOSX wB97M-V def2-TZVPD def2/J DEFGRID3
* xyz 1 1
C -0.398 -1.644 -0.218
C 0.066 -2.306 0.710
C 1.114 0.815 -1.640
C 0.154 2.027 0.364
C -1.113 1.653 -1.695
C 0.334 -2.918 2.915
N -0.071 1.211 -0.880
O 0.712 -2.979 1.563
H -0.336 0.263 -0.387
H -1.021 -1.551 -1.076
H 0.797 -0.119 -2.173
H 1.491 1.656 -2.306
H 1.781 0.374 -0.930
H -0.900 2.366 0.574
H 0.511 1.335 1.186
H 0.696 2.891 0.289
H -1.071 1.340 -2.686
H -2.141 1.399 -1.343
H -0.970 2.785 -1.899
H -0.812 -2.545 3.000
H 0.924 -2.098 3.223
H 0.253 -3.955 3.408
*
```

=====

# 7
DFT (wB97M-V/def2-TZVPD) results for C6H14NO as an isolated structure in a non-equilibrium geometry.

Calculated values
E_LUMO: -8.07 eV
Orbital gap: 5.780 eV
Strongest force on any atom: 5.019 eV Å⁻¹
M: 116.18 g/mol

Geometry as ORCA input:
```
! RIJCOSX wB97M-V def2-TZVPD def2/J DEFGRID3
* xyz 1 1
C -2.217 1.069 1.088
C -1.250 1.632 -0.014
C -0.660 0.513 -0.840
C 2.883 -0.551 0.367
O 3.614 -1.109 -0.736
C 1.817 0.235 -0.357
C 0.533 -0.071 -0.170
N -1.740 -1.743 -0.355
H -3.254 1.210 0.786
H -2.072 0.006 1.235
H -1.861 2.345 -0.563
H -0.422 2.131 0.485
H -0.536 0.718 -1.908
H -1.329 -0.586 -0.912
H 2.476 -1.350 0.986
H 3.562 0.121 0.896
H 4.107 -1.873 -0.427
H 2.196 1.119 -0.857
H 0.266 -0.929 0.445
H -2.073 1.616 2.015
H -1.292 -2.561 -0.794
H -2.749 -1.942 -0.369
*
```

=====

# 8
DFT (wB97M-V/def2-TZVPD) results for a 2-piece molecular cluster, C6H14NO overall in a non-equilibrium geometry.

Calculated values
E_LUMO: -8.32 eV
Orbital gap: 3.866 eV
Strongest force on any atom: 2.633 eV Å⁻¹
M: 116.18 g/mol

Geometry as ORCA input:
```
! RIJCOSX wB97M-V def2-TZVPD def2/J DEFGRID3
* xyz 1 1
O -0.010 0.815 -0.984
C 0.429 -0.208 -1.426
C 0.378 -1.467 -0.712
C -0.635 -1.755 0.253
C -0.842 -0.712 1.427
C 0.363 -0.090 2.063
C 1.558 -1.025 2.275
N -1.287 3.573 -3.596
H 0.948 -0.256 -2.394
H 0.976 -2.293 -1.093
H -1.692 4.489 -3.536
H -0.604 -2.751 0.686
H -1.600 -1.632 -0.287
H -1.423 0.115 1.008
H -1.512 -1.183 2.151
H 0.764 0.691 1.405
H 0.022 0.471 2.936
H 2.323 -0.398 2.732
H 1.978 -1.299 1.291
H 1.254 -1.916 2.820
H -0.863 3.192 -2.755
H -0.525 3.639 -4.265
*
```

=====

These records have ΔE to the lowest compared entry with this formula, charge and spin values of 47.9 28.6 124.5 38.5 25.6 107.7 143.5 97.3 kcal/mol, in the order they appear.
These records have E_tot values of -9982.5951 -9983.4309 -9974.8469 -9978.5736 -9979.1331 -9975.5762 -9974.0213 -9976.0266 eV, in the order they appear.